This record from the OMol25 dataset describes a gas-phase ion, C21H28FO2Si (charge +1) at a distorted geometry. The level of theory is the ωB97M-V functional and the def2-TZVPD basis.

Output
total charge: +1
orbital gap: 0.29946 Eh
E_LUMO: -0.13952 hartree
ΔE to the lowest compared entry with this formula, charge and spin: 0.0 kJ/mol

Bonds (Å) are listed after each position.
Element x y z (Å)
1 C -1.64 3.28 1.35  C2 1.524, H12 1.101, H13 1.100, H14 1.094
2 C -1.57 2.05 0.45  C1 1.524, C3 1.523, C4 1.533, C35 1.503
3 C -2.99 1.55 0.16  C2 1.523, H15 1.098, H16 1.095, H17 1.099
4 C -1.02 0.92 1.33  C2 1.533, O5 1.293, O10 1.303
5 O -1.45 -0.28 1.14  C4 1.293, Si6 1.820
6 Si -1.52 -1.67 2.32  O5 1.820, C7 1.853, C8 1.856, C9 1.863
7 C -1.23 -3.01 1.07  Si6 1.853, H18 1.101, H19 1.100, H20 1.100
8 C -0.22 -1.59 3.64  Si6 1.856, H21 1.103, H22 1.096, H23 1.098
9 C -3.23 -1.65 3.06  Si6 1.863, H24 1.102, H25 1.099, H26 1.098
10 O -0.38 1.17 2.44  C4 1.303, C11 1.473
11 C 1.01 1.63 2.57  O10 1.473, H27 1.092, H28 1.098, H29 1.093
12 H -2.31 4.03 0.90  C1 1.101
13 H -2.06 3.01 2.33  C1 1.100
14 H -0.65 3.72 1.48  C1 1.094
15 H -3.57 2.33 -0.35  C3 1.098
16 H -2.97 0.66 -0.47  C3 1.095
17 H -3.49 1.33 1.11  C3 1.099
18 H -1.36 -4.00 1.54  C7 1.101
19 H -1.92 -2.93 0.23  C7 1.100
20 H -0.20 -2.96 0.68  C7 1.100
21 H -0.23 -2.57 4.16  C8 1.103
22 H 0.79 -1.45 3.24  C8 1.096
23 H -0.42 -0.82 4.39  C8 1.098
24 H -3.37 -2.56 3.66  C9 1.102
25 H -3.39 -0.79 3.72  C9 1.099
26 H -4.01 -1.65 2.29  C9 1.098
27 H 1.25 1.50 3.62  C11 1.092
28 H 1.67 1.01 1.95  C11 1.098
29 H 1.07 2.68 2.28  C11 1.093
30 F 4.71 3.24 0.28  C31 1.373
31 C 3.41 3.07 -0.12  F30 1.373, C32 1.391, C43 1.387
32 C 2.49 4.07 0.19  C31 1.391, C33 1.395, H44 1.088
33 C 1.15 3.82 -0.10  C32 1.395, C34 1.409, H45 1.093
34 C 0.73 2.58 -0.64  C33 1.409, C35 1.544, C42 1.398
35 C -0.78 2.32 -0.80  C2 1.503, C34 1.544, C36 1.536, H46 1.100
36 C -1.12 1.35 -1.94  C35 1.536, C37 1.401, C41 1.390
37 C -2.01 1.83 -2.91  C36 1.401, C38 1.391, H47 1.092
38 C -2.49 0.99 -3.90  C37 1.391, C39 1.400, H48 1.089
39 C -2.03 -0.33 -3.98  C38 1.400, C40 1.395, H49 1.090
40 C -1.08 -0.79 -3.06  C39 1.395, C41 1.407, H50 1.090
41 C -0.68 0.03 -1.99  C36 1.390, C40 1.407, H51 1.095
42 C 1.72 1.73 -1.14  C34 1.398, C43 1.400, H52 1.089
43 C 3.07 1.93 -0.82  C31 1.387, C42 1.400, H53 1.088
44 H 2.79 5.00 0.65  C32 1.088
45 H 0.41 4.61 0.08  C33 1.093
46 H -1.18 3.28 -1.13  C35 1.100
47 H -2.34 2.87 -2.85  C37 1.092
48 H -3.24 1.37 -4.60  C38 1.089
49 H -2.40 -1.00 -4.76  C39 1.090
50 H -0.67 -1.79 -3.14  C40 1.090
51 H 0.01 -0.36 -1.23  C41 1.095
52 H 1.47 0.90 -1.80  C42 1.089
53 H 3.82 1.20 -1.14  C43 1.088

These are the Mulliken partial charges, in e, on atoms 1 to 8: number 1, C, carries -1.74; number 2, C, carries 3.11; number 3, C, carries -2.19; number 4, C, carries -0.54; number 5, O, carries -0.08; number 6, Si, carries 0.08; number 7, C, carries -0.97; number 8, C, carries -0.97